21
Properties=species:S:1:pos:R:3 method="wB97M-V/def2-TZVPD" max_force_ha_per_bohr=0.03591 homo_energy_ev=-7.3109 de_lowest_ev=4.737
H -3.506 1.241 -1.481
C -2.757 1.862 -1.985
H 3.238 -1.906 1.123
N 0.997 -1.335 -0.680
C -0.757 1.235 -0.690
O -0.651 0.233 -1.636
H -1.206 3.059 -1.463
H -1.166 0.794 0.241
H 0.172 -0.500 -1.259
C 2.221 -1.681 1.386
H 1.781 -0.695 3.232
C 1.099 -1.462 0.615
H 0.202 1.729 -0.472
H 2.702 -2.045 3.436
H 1.129 -2.167 3.035
H -3.277 2.745 -2.359
N -1.721 2.293 -1.060
H 0.211 -1.225 1.215
H -2.361 1.254 -2.800
N 1.975 -1.627 2.868
H 1.675 -1.801 -1.266